Below is a molecular structure, C46H56Cl4N6O2PS2V in a non-equilibrium geometry, with properties calculated with wB97M-V/def2-TZVPD.

CARTESIAN COORDINATES (ANGSTROEM)
V (0.2612, 0.8802, 0.8732)
O (-1.7616, 3.0833, -0.4057)
N (-1.0055, 2.2598, 0.0724)
Cl (0.6404, 0.8987, 3.1807)
C (-0.8347, 3.0288, -5.6243)
C (-2.0970, 2.8163, -4.7528)
C (-1.7772, 2.4364, -3.2782)
C (-0.4967, 1.5911, -3.2202)
C (0.6674, 2.5297, -3.6858)
C (0.2769, 3.5862, -4.7561)
P (-0.1333, 0.8610, -1.5274)
C (1.5586, 0.1168, -1.7659)
C (1.7757, -0.7202, -3.0663)
C (3.2055, -0.5797, -3.6362)
C (4.2577, -0.7147, -2.5342)
C (4.0453, 0.3114, -1.3902)
C (2.7174, 1.0967, -1.4989)
C (-1.4788, -0.3826, -1.2583)
C (-1.7958, -1.3559, -2.4374)
C (-3.1679, -1.0653, -3.0389)
C (-4.2850, -1.2081, -1.9717)
C (-3.8267, -0.8558, -0.5333)
C (-2.7355, 0.2094, -0.5590)
H (-1.0823, 3.6831, -6.4876)
H (-0.4720, 2.0570, -6.0290)
H (-2.6967, 2.0257, -5.2542)
H (-2.7161, 3.7383, -4.7140)
H (-2.6819, 1.9789, -2.8728)
H (-1.5900, 3.3519, -2.6732)
H (-0.6449, 0.7770, -3.9562)
H (1.4588, 1.8796, -4.1039)
H (1.0814, 3.1185, -2.8393)
H (1.1787, 3.8800, -5.3347)
H (-0.1235, 4.5020, -4.2682)
H (1.6517, -0.6000, -0.9193)
H (1.1125, -0.4304, -3.8949)
H (1.5431, -1.7825, -2.8305)
H (3.3229, 0.4265, -4.0922)
H (3.3679, -1.3256, -4.4434)
H (5.2798, -0.5990, -2.9590)
H (4.1801, -1.7452, -2.1249)
H (4.8828, 1.0401, -1.3537)
H (4.0674, -0.2553, -0.4322)
H (2.8162, 1.8312, -2.3157)
H (2.5605, 1.6607, -0.5552)
H (-1.0102, -1.0529, -0.5035)
H (-1.8692, -2.3944, -2.0421)
H (-0.9830, -1.3707, -3.1865)
H (-3.4010, -1.7144, -3.9096)
H (-3.1441, -0.0313, -3.4169)
H (-4.6725, -2.2494, -1.9313)
H (-5.1211, -0.5523, -2.2988)
H (-3.3784, -1.7556, -0.0544)
H (-4.7062, -0.5593, 0.0768)
H (-2.4608, 0.5308, 0.4687)
H (-3.1555, 1.0882, -1.0693)
C (-1.9203, 3.4235, 3.5731)
C (-1.4230, 2.2970, 2.7555)
N (-0.4098, 2.4585, 1.9709)
C (0.2599, 3.7150, 1.8545)
C (-0.1633, 4.7953, 2.5514)
C (-1.3138, 4.6146, 3.4780)
C (0.4965, 6.1350, 2.5169)
C (1.2264, 6.7343, 1.5456)
C (1.4816, 6.3029, 0.1442)
C (2.4489, 6.9804, -0.6114)
C (2.6556, 6.6012, -1.9375)
N (1.9158, 5.6008, -2.4802)
C (0.9679, 4.9639, -1.7465)
N (0.7541, 5.3220, -0.4537)
H (-2.7631, 3.2849, 4.2426)
H (-1.9051, 1.3277, 2.8209)
H (1.1360, 3.7548, 1.2264)
H (-1.6718, 5.4470, 4.0769)
H (0.3678, 6.7214, 3.4233)
H (1.6498, 7.6997, 1.8134)
H (3.0354, 7.7839, -0.1829)
H (3.4017, 7.1053, -2.5371)
H (0.3797, 4.1736, -2.1922)
S (-2.7119, -0.7768, 1.8477)
C (-1.4940, -0.0980, 1.4485)
Cl (-0.1474, -8.7444, 0.6523)
C (0.2313, -7.4250, 1.6871)
C (0.5583, -6.1910, 1.1408)
C (0.8546, -5.1129, 1.9807)
C (0.8439, -5.2470, 3.3820)
C (1.1457, -4.0597, 4.2953)
C (2.3576, -3.1541, 3.9483)
N (2.2148, -2.2344, 2.8427)
C (2.9114, -2.2704, 1.6648)
C (2.4453, -1.1966, 0.9441)
N (1.5216, -0.4925, 1.6700)
C (1.4525, -1.1020, 2.8312)
O (0.0242, -3.2867, 4.7451)
C (-1.0676, -3.0691, 3.8520)
C (-2.1323, -4.1186, 3.9529)
C (-2.7429, -4.5530, 5.1101)
Cl (-2.4614, -4.0026, 6.7172)
S (-3.8951, -5.7718, 4.8683)
C (-3.6439, -5.7403, 3.1780)
C (-2.6903, -4.8116, 2.8207)
C (0.4940, -6.5120, 3.9063)
Cl (0.3916, -6.8180, 5.6068)
C (0.1950, -7.5906, 3.0653)
H (0.5720, -6.0521, 0.0620)
H (1.0565, -4.1597, 1.5027)
H (1.5124, -4.5063, 5.2272)
H (3.2407, -3.7742, 3.7509)
H (2.5898, -2.5235, 4.8171)
H (3.6425, -3.0334, 1.4349)
H (2.7316, -0.8877, -0.0534)
H (0.8594, -0.7787, 3.6777)
H (-0.7199, -2.9422, 2.8225)
H (-1.5184, -2.1118, 4.1404)
H (-4.2068, -6.3981, 2.5296)
H (-2.3950, -4.6418, 1.7917)
H (-0.0751, -8.5550, 3.4883)
H (0.8387, -0.4782, -0.0715)

Computed properties:
* LUMO (alpha / beta): -0.2398 / -0.3563 eV
* <S²>: 2.370
* 2S+1: 3
* charge: 0
* E: -6187.32375 Ha
* E_HOMO (alpha / beta): -6.303 / -5.486 eV